{
  "formula": "C20H43N2P3STl",
  "method": "ωB97M-V with the def2-TZVPD basis set",
  "symbols": ["Tl", "P", "P", "P", "H", "C", "C", "H", "C", "C", "C", "C", "C", "C", "C", "C", "C", "H", "H", "H", "H", "H", "H", "H", "H", "H", "H", "H", "H", "H", "H", "H", "H", "H", "H", "H", "H", "H", "H", "H", "H", "H", "H", "H", "H", "H", "C", "C", "C", "C", "C", "C", "S", "H", "H", "H", "H", "H", "H", "C", "N", "C", "C", "N", "H", "H", "H", "H", "H", "H"],
  "xyz": [[0.4083, -1.8796, -0.1809], [-0.8064, 2.0929, 0.9048], [-2.3469, -0.8309, -1.0058], [2.3845, 0.9055, -0.5219], [0.4158, -2.0767, -7.4742], [1.4287, -2.3871, -7.2696], [1.7680, -3.4387, -6.5292], [1.0718, -4.0587, -6.0146], [-1.3320, 3.6645, 0.1020], [-2.3540, 1.8288, 1.9235], [0.3716, 2.8860, 2.0917], [-2.6507, -2.2371, -2.1144], [-3.5700, -1.2663, 0.3404], [-3.3387, 0.4430, -1.8555], [3.8768, 0.4426, -1.4446], [3.3822, 0.9710, 1.1230], [2.5357, 2.6862, -0.9103], [2.1933, -1.8186, -7.8232], [2.7767, -3.8381, -6.6469], [-1.6423, 4.4321, 0.8327], [-2.1662, 3.4169, -0.5675], [-0.4905, 4.0308, -0.5010], [-2.6790, 2.7117, 2.5042], [-2.2154, 0.9875, 2.6195], [-3.1739, 1.5861, 1.2212], [-0.0729, 3.7313, 2.6819], [1.2091, 3.3198, 1.4906], [0.8126, 2.1519, 2.7952], [-3.6797, -2.5829, -2.0145], [-1.9886, -3.0783, -1.8989], [-2.4897, -1.9359, -3.1495], [-4.5349, -0.7571, 0.1255], [-3.1778, -0.9305, 1.3237], [-3.7175, -2.3655, 0.3390], [-4.3486, 0.0438, -2.0228], [-2.8628, 0.6921, -2.8113], [-3.3928, 1.3405, -1.2276], [4.6523, 1.2043, -1.3248], [3.6257, 0.3553, -2.4924], [4.2977, -0.5027, -1.1152], [4.3188, 1.5742, 0.9811], [3.7144, -0.0511, 1.3928], [2.8358, 1.4116, 1.9803], [3.6166, 2.9407, -0.9331], [2.0214, 3.3477, -0.1978], [2.1137, 2.8227, -1.9142], [0.9919, -1.9050, -3.9331], [1.2197, -0.6687, -4.5842], [0.1354, -0.1873, -5.3320], [-1.0380, -0.9370, -5.6484], [-1.2432, -2.1818, -5.0346], [-0.1824, -2.7039, -4.2850], [2.0414, -2.7014, -2.9006], [1.1096, 0.2118, -1.0248], [2.2301, -0.1620, -4.5088], [0.3093, 0.7804, -5.8097], [-1.8331, -0.5758, -6.3445], [-2.1615, -2.7996, -5.2121], [-0.1716, -3.7872, -4.0739], [1.0060, 0.0617, 5.5314], [-0.0389, -0.6305, 4.7171], [-0.6946, -1.8181, 5.3703], [0.0939, -0.5275, 3.4086], [0.4129, -0.3555, 2.2868], [0.8247, -0.1408, 6.5809], [0.9870, 1.1295, 5.2991], [1.9972, -0.2885, 5.2127], [-1.7880, -1.7675, 5.2572], [-0.3928, -2.7612, 4.8707], [-0.4263, -1.8404, 6.4367]],
  "forces_ev_per_a": [[-0.59, -0.14, 0.68], [-0.43, 0.95, 0.56], [-1.00, -0.50, 0.55], [2.90, 2.09, 0.82], [-0.21, 0.09, 0.35], [0.68, 0.16, -0.46], [0.60, 0.13, -1.16], [-0.55, -0.47, 0.08], [-0.01, -0.22, -0.23], [0.13, -0.22, -0.06], [0.46, 0.36, 0.51], [-0.12, -0.29, -0.39], [0.52, 0.07, 0.40], [0.52, 0.41, -0.14], [-0.31, -1.16, -0.86], [-0.87, -0.92, 1.14], [-1.11, 0.46, -0.53], [-0.38, -0.47, 0.17], [-0.02, 0.30, 0.66], [0.13, -0.35, -0.36], [0.15, 0.36, 0.06], [-0.32, 0.13, 0.06], [0.39, -0.27, -0.33], [-0.13, 0.23, -0.24], [0.33, 0.03, 0.35], [0.25, -0.79, -0.56], [-0.66, -0.26, 0.62], [-0.29, 0.44, -0.36], [-0.03, -0.01, -0.04], [-0.03, -0.08, 0.01], [-0.10, -0.01, 0.29], [0.63, -0.39, 0.19], [-0.46, -0.29, -0.53], [0.06, 0.66, 0.17], [0.29, 0.10, 0.01], [-0.23, 0.13, 0.15], [-0.06, -0.14, -0.25], [-0.41, -0.07, 0.11], [0.20, -0.04, -0.41], [-0.07, -0.21, 0.00], [-1.11, -0.37, -0.65], [-0.35, 0.49, -0.10], [0.08, -0.38, -0.67], [-0.78, -0.35, 0.11], [0.12, -0.37, -0.43], [0.13, 0.35, 0.18], [0.78, -2.57, 0.47], [-0.91, 1.39, -0.74], [1.80, 0.70, -0.33], [-0.54, -0.04, 0.89], [0.45, -0.86, 0.04], [-1.05, -0.20, -1.10], [-0.57, 1.00, -0.41], [1.90, 1.32, 1.07], [-1.60, -0.45, -0.03], [-0.37, -0.31, -0.04], [1.01, 0.00, 0.55], [1.10, 0.67, -0.05], [-0.09, 0.81, 0.49], [0.34, 0.21, -1.16], [-0.16, -0.37, 0.34], [-0.38, -0.32, -0.94], [1.07, -0.12, -0.17], [-0.80, -0.80, 0.89], [0.01, 0.16, -0.07], [-0.23, -0.08, 0.37], [-0.16, -0.16, 0.39], [0.38, 0.24, 0.21], [0.15, 0.52, 0.43], [-0.09, 0.08, -0.60]],
  "relative_energy_kj_mol": 220.3,
  "e_homo_ev": [-15.93, -15.93],
  "total_charge": 3,
  "e_tot_ha": -2490.921731
}

=====

{
  "formula": "C20H43OOsP3S",
  "method": "ωB97M-V with the def2-TZVPD basis set",
  "symbols": ["Os", "P", "P", "P", "H", "C", "C", "H", "C", "C", "C", "C", "C", "C", "C", "C", "C", "H", "H", "H", "H", "H", "H", "H", "H", "H", "H", "H", "H", "H", "H", "H", "H", "H", "H", "H", "H", "H", "H", "H", "H", "H", "H", "H", "H", "H", "C", "C", "C", "C", "C", "C", "S", "H", "H", "H", "H", "H", "H", "C", "C", "C", "O", "H", "H", "H", "H", "H", "H"],
  "xyz": [[0.3765, 0.0601, 0.3314], [-0.4163, 1.9565, 1.3070], [-1.9856, -0.7288, 0.2217], [2.4946, 0.8983, 0.3673], [1.5847, -0.0540, -3.0113], [2.2468, -0.7261, -2.4555], [1.7661, -1.9221, -1.7841], [1.8319, -2.8220, -2.4208], [-0.8166, 3.2711, 0.0856], [-1.9594, 1.9723, 2.3208], [0.6023, 2.8126, 2.5947], [-2.6069, -2.3116, -0.5662], [-2.7577, -1.0645, 1.8452], [-3.0413, 0.4527, -0.7262], [4.0547, 0.2950, -0.4312], [3.2619, 0.8849, 2.0427], [2.6302, 2.6473, -0.1975], [3.2389, -0.8541, -2.8959], [2.1130, -2.1187, -0.7472], [-1.0642, 4.2019, 0.6179], [-1.6777, 2.9675, -0.5224], [0.0384, 3.4530, -0.5735], [-2.0221, 2.9311, 2.8620], [-1.9345, 1.1732, 3.0745], [-2.8755, 1.8591, 1.7289], [0.0868, 3.7374, 2.8818], [1.6052, 3.0672, 2.2514], [0.6858, 2.1741, 3.4812], [-3.6240, -2.4875, -0.1912], [-1.9949, -3.1670, -0.2562], [-2.6740, -2.2922, -1.6608], [-3.5345, -0.3296, 2.0670], [-1.9897, -1.0654, 2.6247], [-3.2145, -2.0583, 1.8241], [-3.8699, -0.1133, -1.1805], [-2.4750, 0.9181, -1.5442], [-3.4602, 1.2357, -0.0797], [4.9314, 0.9065, -0.1210], [3.9486, 0.3611, -1.5234], [4.2202, -0.7517, -0.1322], [4.1527, 1.5285, 2.0321], [3.5788, -0.1394, 2.2678], [2.5903, 1.2264, 2.8315], [3.6828, 2.8779, -0.4078], [2.2674, 3.3674, 0.5409], [2.0649, 2.7891, -1.1246], [-0.6931, -1.5417, -3.4741], [-1.1579, -0.2783, -3.8774], [-1.9034, -0.1626, -5.0533], [-2.1905, -1.2833, -5.8190], [-1.7128, -2.5361, -5.4258], [-0.9981, -2.6916, -4.2350], [-0.0758, -1.7444, -1.7941], [0.0559, -0.3168, -1.6324], [-1.0098, 0.5956, -3.2447], [-2.2454, 0.8167, -5.3740], [-2.7586, -1.2177, -6.7342], [-1.8743, -3.4058, -6.0676], [-0.6791, -3.6755, -3.8916], [-0.2189, -0.8106, 4.5283], [0.6096, -1.1027, 3.3466], [1.7275, -2.0472, 3.5200], [0.3388, -0.5164, 2.2716], [0.2816, -1.2111, 5.4150], [-1.2079, -1.2866, 4.4704], [-0.3787, 0.2661, 4.6744], [2.1642, -2.3303, 2.5620], [2.5107, -1.5961, 4.1467], [1.3557, -2.9431, 4.0395]],
  "forces_ev_per_a": [[-2.13, -1.44, 0.26], [-1.59, 4.01, 1.61], [-2.88, -0.68, -0.47], [4.76, 2.47, -0.15], [0.23, -0.20, 0.26], [1.42, 0.13, -1.56], [-1.43, -0.51, -0.68], [0.67, -0.08, 0.37], [0.37, -0.42, -0.47], [-0.29, -0.89, 0.00], [0.57, -0.49, -0.34], [0.47, -0.28, -0.13], [0.28, 0.15, 0.49], [-0.08, 0.08, 0.09], [-0.30, -0.69, -0.59], [-0.62, -0.10, 0.61], [-0.31, 0.16, -0.05], [-0.23, 0.34, 0.10], [-0.21, -0.15, -0.55], [0.09, -0.34, 0.03], [0.19, 0.09, 0.16], [-0.25, 0.11, 0.09], [0.25, -0.24, -0.40], [-0.02, 0.30, -0.18], [0.34, 0.07, 0.16], [-0.05, -0.24, -0.23], [-0.23, 0.01, 0.23], [-0.07, 0.13, -0.11], [0.22, 0.34, -0.01], [-0.13, 0.11, -0.04], [0.14, 0.15, 0.24], [0.11, -0.11, 0.07], [-0.45, 0.13, -0.14], [0.10, 0.23, -0.02], [0.22, 0.22, 0.25], [-0.15, -0.08, 0.23], [0.11, -0.21, -0.30], [-0.81, -0.27, 0.07], [0.34, 0.04, 0.57], [0.15, 0.27, -0.24], [-0.28, -0.12, -0.16], [0.01, 0.17, -0.09], [0.19, -0.07, -0.04], [-0.24, -0.16, 0.11], [0.08, -0.13, -0.27], [0.16, -0.01, 0.05], [-0.71, -0.01, -0.69], [-0.11, -0.12, 0.14], [0.24, 0.22, 0.31], [0.45, -0.48, 0.20], [0.31, -0.18, 0.15], [0.25, 0.12, 0.42], [0.59, -0.17, -0.56], [-0.21, -0.46, -0.08], [0.14, 0.00, -0.23], [0.01, -0.10, 0.10], [-0.08, 0.18, -0.06], [-0.06, 0.22, 0.33], [-0.08, 0.12, -0.25], [0.15, 0.15, 0.86], [0.09, -0.19, 1.18], [-0.01, -0.26, -0.84], [0.44, -0.84, 0.26], [-0.23, 0.08, -0.03], [0.17, -0.02, -0.07], [-0.02, -0.19, -0.17], [0.06, -0.05, 0.05], [-0.24, -0.03, 0.13], [0.15, 0.20, 0.05]],
  "spin_multiplicity": 5,
  "relative_energy_kj_mol": 447.8,
  "e_homo_ev": [-20.45, -20.46],
  "total_charge": 4,
  "e_tot_ha": -2374.271486
}

=====

Q: Number 2 is which compound?
A: C20H43OOsP3S